Record 1
5 unconnected molecules or ions with the total composition C35H73N3O7S2. Source: OMol25; level of theory: ωB97M-V with the def2-TZVPD basis set.

Geometry (Å):
C  -7.0015  -2.1307  3.1088
C  -6.7000  -3.6174  3.4989
C  -7.2280  -3.6675  5.0127
C  -7.6125  -4.5973  2.7129
C  -7.0760  -5.0233  1.3231
C  -5.6186  -5.5872  1.5909
C  -4.6883  -4.6740  2.3114
C  -3.4895  -5.5203  2.9445
C  -4.0672  -3.7490  1.2560
N  -5.2528  -4.0001  3.4840
O  -4.4635  -3.0783  4.0701
H  -6.5838  -1.7019  2.1979
H  -8.0847  -2.0155  3.1466
H  -6.4353  -1.4893  3.7841
H  -8.3055  -3.5130  5.0702
H  -7.1901  -4.6891  5.3907
H  -6.9161  -2.7927  5.5833
H  -7.9214  -5.4580  3.3059
H  -8.6421  -4.2400  2.6971
H  -7.7195  -5.7516  0.8296
H  -6.9795  -4.2536  0.5574
H  -5.0521  -5.7846  0.6808
H  -5.8234  -6.4545  2.2185
H  -2.9195  -4.8953  3.6320
H  -2.8710  -5.8900  2.1266
H  -3.8118  -6.3988  3.5035
H  -3.5057  -4.0607  0.3753
H  -3.3165  -3.1303  1.7476
H  -4.8332  -3.0402  0.9416
H  -4.6846  -3.2692  4.9846
C  2.9833  3.2960  3.8116
C  2.4054  4.6556  3.5903
C  0.9652  4.5197  2.9718
C  2.2798  5.5521  4.9023
C  2.4339  7.0326  4.7715
C  3.7509  7.2409  4.2028
C  3.9865  6.5711  2.7362
C  3.8765  7.3831  1.4888
C  5.4418  5.9963  2.8686
N  3.0810  5.4310  2.5365
O  3.0611  4.8297  1.2276
H  3.1251  2.7160  2.8997
H  3.9506  3.3078  4.3138
H  2.5355  2.6544  4.5705
H  0.2747  4.1393  3.7245
H  0.5485  5.4360  2.5537
H  0.9524  3.6155  2.3632
H  1.2687  5.4843  5.3038
H  2.9045  5.0849  5.6636
H  1.6574  7.3727  4.0864
H  2.3328  7.3957  5.7942
H  4.5747  7.0146  4.8797
H  3.7744  8.3016  3.9526
H  3.9646  6.8443  0.5454
H  4.6434  8.1503  1.3824
H  2.8561  7.7589  1.4133
H  5.6586  5.4252  3.7713
H  6.3405  6.6007  2.7452
H  5.5069  5.3144  2.0207
H  2.3376  5.2368  0.7456
C  -0.3584  -1.4922  -4.9801
C  0.5080  -0.8453  -6.0746
C  0.7219  -1.8236  -7.2037
C  -0.2556  0.2841  -6.7743
C  -0.0635  1.6115  -6.1952
C  1.3905  1.9833  -5.7200
C  1.9613  0.9293  -4.7684
C  3.5766  1.1968  -4.5892
C  1.3172  0.8364  -3.4080
N  1.7942  -0.3772  -5.4966
O  2.6886  -1.4564  -5.1833
H  0.1146  -1.8788  -4.0773
H  -1.0419  -0.7471  -4.5730
H  -1.1472  -2.2231  -5.1576
H  -0.2263  -2.2301  -7.5554
H  1.3559  -1.4127  -7.9895
H  1.1811  -2.7354  -6.8218
H  -0.0401  0.3217  -7.8421
H  -1.3097  0.0121  -6.8277
H  -0.2408  2.2751  -7.0415
H  -0.7599  1.8652  -5.3960
H  1.4137  3.0055  -5.3424
H  2.2097  2.1415  -6.4215
H  3.9659  0.8795  -3.6219
H  3.9055  2.2358  -4.6067
H  4.1993  0.5585  -5.2161
H  0.3280  1.2836  -3.3103
H  1.9983  1.3455  -2.7261
H  1.2397  -0.1527  -2.9567
H  3.0295  -1.5956  -6.0699
O  -0.3043  -1.3725  -0.8811
S  -0.5852  -0.0451  -0.3373
O  -1.1391  1.0264  -1.1711
C  -1.6989  -0.1778  1.0476
C  -0.6390  -0.5499  2.1399
C  0.5733  0.3683  2.0213
C  0.8694  0.3665  0.4735
H  -2.4148  -0.9645  0.8096
H  -2.2098  0.7708  1.2127
H  -0.9728  -0.7183  3.1638
H  -0.4934  -1.5736  1.7951
H  1.3897  0.0537  2.6714
H  0.2952  1.3078  2.4989
H  1.7722  -0.1532  0.1527
H  1.1303  1.4013  0.2518
O  4.1360  -2.6058  -0.0351
S  3.7227  -2.0766  -1.3465
O  3.4331  -0.6573  -1.5780
C  4.7446  -2.8755  -2.7131
C  4.1729  -4.3329  -2.6998
C  2.6199  -4.2406  -2.8332
C  2.2389  -3.0792  -1.9016
H  5.8062  -2.7111  -2.5281
H  4.4877  -2.2125  -3.5392
H  4.6878  -4.9620  -3.4260
H  4.4574  -4.7074  -1.7165
H  2.0846  -5.1456  -2.5460
H  2.4184  -3.8195  -3.8182
H  1.9208  -3.4903  -0.9435
H  1.3613  -2.5066  -2.2015

Forces on the atoms, in the same order (eV/Å):
1.033 -0.259 -0.074
-0.830 0.806 0.906
-0.603 -0.125 -1.483
-0.120 -0.030 -0.597
1.483 0.091 0.483
-2.183 -0.343 0.149
2.761 -0.290 1.121
-0.696 0.204 -0.880
0.219 2.143 0.811
-3.885 -2.538 -1.973
0.946 1.514 0.811
-0.320 -0.821 -0.766
0.196 0.455 0.091
-0.612 0.033 0.698
-0.352 0.184 -0.733
1.004 0.235 0.567
0.857 -0.596 0.462
1.217 -0.742 0.188
0.096 1.143 -0.593
0.103 -0.356 0.345
-0.242 0.673 0.417
-0.524 -0.752 -0.070
0.453 -0.456 -0.246
0.109 0.058 -0.304
0.309 0.089 0.059
-0.427 0.098 0.003
-0.503 -1.056 0.067
0.018 0.244 0.326
-0.095 0.053 -0.320
0.633 0.376 0.526
1.345 -1.117 1.033
-2.079 2.002 -1.154
0.028 -1.676 1.513
-1.086 -1.951 -0.156
-0.413 -1.688 0.169
0.949 2.111 -3.112
2.003 -2.293 1.931
-0.364 1.222 -0.681
0.346 -0.742 -1.231
-0.438 0.596 0.359
0.759 -0.130 1.438
-0.222 0.176 -0.104
0.608 0.688 -0.434
-1.212 0.114 -0.230
-0.172 0.457 0.593
0.267 -0.214 -0.243
0.126 0.583 -1.102
-0.215 -0.925 -0.110
0.430 0.395 0.102
-0.135 0.421 0.274
-0.149 0.664 -0.239
-0.144 -0.193 -0.158
0.749 0.384 0.178
0.338 -0.662 0.440
-0.272 0.374 0.459
-0.006 0.696 0.167
-0.597 -0.101 0.118
-0.377 0.933 0.016
0.211 -0.371 0.006
-0.302 0.211 0.131
-1.485 0.485 1.439
-0.138 -0.648 0.497
0.803 -1.558 0.511
-0.090 -1.125 -0.172
1.395 2.645 -0.107
-0.102 -0.371 0.226
2.017 -1.393 -0.049
-0.876 -0.998 0.526
0.089 0.760 1.332
-0.017 0.925 -1.968
-0.898 0.743 0.276
0.734 0.052 -0.331
0.281 0.703 0.279
0.412 -0.565 -1.253
-0.149 0.604 -0.361
-0.221 0.001 -0.152
0.429 -0.093 0.038
0.752 -0.091 0.008
-0.200 -0.061 0.484
-0.434 0.587 0.308
0.035 -0.094 0.064
-0.539 -0.105 0.981
-0.556 -0.714 -1.189
-0.691 -0.212 0.436
-0.497 0.178 -0.617
-0.327 0.394 -0.756
-0.009 0.087 -0.247
-0.331 0.358 0.313
0.157 -0.218 -0.547
0.473 -0.320 0.063
-0.722 0.693 0.021
-1.703 -0.113 -2.092
0.995 -1.111 0.471
0.909 0.273 1.234
-1.237 -1.370 -0.078
-0.585 -1.148 -0.254
2.027 2.843 2.283
0.110 -0.007 0.156
0.127 0.034 -0.204
-0.466 0.591 -0.041
1.161 -0.239 0.243
0.226 -0.462 -0.501
-0.072 0.526 -0.824
-0.524 -0.677 0.032
-0.265 0.167 -0.473
-0.321 1.061 -1.460
-1.027 -1.534 -1.287
0.843 -1.190 0.665
-0.749 0.796 1.034
0.417 0.859 0.183
1.600 1.844 0.190
-0.446 -0.333 1.819
-0.036 -0.479 0.295
-0.315 -0.433 -0.415
-0.261 0.079 -0.204
-0.129 -0.278 0.079
0.115 0.069 -0.430
-0.285 -0.822 -0.343
0.026 -0.064 0.215
0.552 0.474 -0.310

Values from the calculation:
Structure (SMILES) ... CC1(C)CCCC(C)(C)N1O.CC1(C)CCCC(C)(C)N1O.CC1(C)CCCC(C)(C)N1O.O=S1(=O)CCCC1.O=S1(=O)CCCC1

Löwdin population analysis, charges in e, atoms 1 to 99: C -0.04; C -0.43; C -0.04; C -0.15; C -0.14; C -0.14; C -0.51; C -0.02; C -0.04; N -0.15; O 0.00; H 0.07; H 0.08; H 0.07; H 0.07; H 0.08; H 0.08; H 0.11; H 0.11; H 0.10; H 0.10; H 0.12; H 0.12; H 0.07; H 0.08; H 0.07; H 0.09; H 0.06; H 0.08; H 0.11; C -0.05; C -0.46; C -0.04; C -0.13; C -0.22; C -0.13; C -0.45; C -0.05; C -0.05; N -0.13; O -0.02; H 0.08; H 0.08; H 0.08; H 0.07; H 0.09; H 0.05; H 0.11; H 0.12; H 0.13; H 0.13; H 0.12; H 0.11; H 0.08; H 0.09; H 0.09; H 0.07; H 0.07; H 0.08; H 0.09; C -0.02; C -0.49; C -0.06; C -0.18; C -0.17; C -0.12; C -0.42; C -0.01; C -0.04; N -0.10; O -0.03; H 0.06; H 0.08; H 0.08; H 0.09; H 0.09; H 0.08; H 0.11; H 0.13; H 0.11; H 0.11; H 0.11; H 0.11; H 0.05; H 0.07; H 0.06; H 0.07; H 0.08; H 0.06; H 0.09; O -0.33; S 0.67; O -0.33; C -0.20; C -0.23; C -0.18; C -0.22; H 0.09; H 0.10

---

Record 2
C2H3NO2S2 in the gas phase. Source: OMol25; level of theory: ωB97M-V with the def2-TZVPD basis set.

Geometry (Å):
C  0.7613  0.4180  -0.1289
C  -0.4434  -0.1390  0.0499
N  -1.6440  0.6163  0.0431
O  -1.5287  1.8253  -0.0518
O  -2.6939  0.0243  0.1291
S  2.2299  -0.4823  -0.2310
S  -0.7654  -2.0362  0.0254
H  0.8179  1.4966  -0.1967
H  3.0209  0.5583  -0.5125
H  0.2454  -2.2813  0.8734

Forces on the atoms, in the same order (eV/Å):
-0.623 0.124 0.134
0.910 -3.530 -0.457
-0.403 0.909 0.120
-0.088 0.322 -0.004
-0.321 -0.130 -0.074
-0.050 -0.223 -0.065
0.605 2.494 0.280
-0.033 0.003 0.051
-0.022 0.088 0.051
0.024 -0.057 -0.037

Just the natural (NBO) charges please, in e? Sure, here they are: C -0.32; C -0.08; N 0.49; O -0.40; O -0.35; S 0.12; S 0.01; H 0.27; H 0.14; H 0.13

---

Record 3
C8H18Cl2Si in the gas phase. Source: OMol25; level of theory: ωB97M-V with the def2-TZVPD basis set.

Geometry (Å):
C  0.2593  0.1721  2.1179
C  1.2390  0.5364  1.0376
C  1.2491  2.0769  0.9345
C  2.6649  0.0992  1.4065
Si  0.5135  -0.5597  -0.3237
Cl  0.6802  -2.4482  0.5562
Cl  1.9552  -0.6870  -1.8483
C  -1.2020  -0.5207  -1.1628
C  -1.6823  0.9069  -0.8655
C  -0.8864  -0.7789  -2.6086
C  -2.1785  -1.6866  -0.5972
H  0.1929  -0.9067  2.0420
H  -0.6851  0.7183  1.9748
H  0.5748  0.4616  3.0843
H  0.2948  2.5827  0.8061
H  1.7007  2.2904  -0.0193
H  1.8277  2.5385  1.6958
H  2.7067  -0.9220  1.6822
H  3.2451  0.1652  0.4706
H  3.1033  0.7345  2.2145
H  -1.8529  1.1321  0.2103
H  -2.7422  0.9780  -1.1546
H  -1.1533  1.6532  -1.3938
H  -0.3754  0.0164  -3.1802
H  -1.8054  -0.9144  -3.1190
H  -0.2917  -1.6831  -2.6939
H  -1.8634  -2.7181  -0.8513
H  -2.2832  -1.6317  0.5134
H  -3.2053  -1.6052  -0.9284

Forces on the atoms, in the same order (eV/Å):
-0.800 -0.151 -0.133
-0.442 1.377 0.804
-0.367 -0.717 -2.316
0.179 0.932 -1.052
1.124 -0.894 -0.513
0.174 -0.626 -0.424
0.156 0.331 0.266
0.395 -0.480 1.880
-2.843 -1.165 0.896
0.020 0.254 -0.841
0.863 0.795 0.734
-0.870 0.094 1.114
-0.022 -0.591 -0.097
0.670 0.224 1.213
-0.420 -0.328 0.550
0.795 0.497 -0.404
0.401 0.285 0.841
0.000 -1.041 0.527
0.303 0.239 0.597
-0.400 -0.429 -0.669
0.976 -0.102 -0.463
0.123 0.101 -0.649
0.789 0.868 -0.324
-0.016 -0.182 0.686
-1.110 -0.378 -0.686
-0.108 -0.131 -0.280
0.221 0.767 0.073
0.422 -0.031 -0.695
-0.213 0.484 -0.637

Values from the calculation:
Structure (SMILES) ... CC(C)(C)[Si](Cl)(Cl)C(C)(C)C

Just the natural (NBO) charges please, in e? Sure, here they are: C -0.65; C -0.53; C -0.60; C -0.61; Si 1.72; Cl -0.43; Cl -0.42; C -0.52; C -0.64; C -0.62; C -0.61; H 0.23; H 0.21; H 0.22; H 0.21; H 0.21; H 0.21; H 0.22; H 0.22; H 0.21; H 0.22; H 0.22; H 0.22; H 0.22; H 0.21; H 0.22; H 0.23; H 0.22; H 0.21

---

Record 4
4 unconnected molecules or ions with the total composition H8O4. Source: OMol25; level of theory: ωB97M-V with the def2-TZVPD basis set.

Geometry (Å):
O  0.9266  2.7816  -2.1525
H  1.4477  3.3367  -2.7327
H  0.0231  3.0606  -2.3012
O  -2.2601  1.1417  -0.4565
H  -1.4294  0.6721  -0.5316
H  -2.8050  0.5792  0.0939
O  0.0842  -4.0022  2.0084
H  0.2599  -3.7756  2.9216
H  0.3606  -3.2315  1.5125
O  0.8072  -0.4005  0.5958
H  1.2805  0.1088  1.2538
H  1.3047  -0.2708  -0.2116

Forces on the atoms, in the same order (eV/Å):
0.131 -0.203 0.146
0.169 0.115 -0.134
-0.314 0.027 0.035
-0.126 0.271 -0.176
0.347 -0.149 0.092
-0.133 -0.119 0.131
-0.083 -0.242 -0.049
0.024 0.022 0.226
0.060 0.296 -0.205
-0.287 -0.267 0.026
0.065 0.189 0.187
0.147 0.061 -0.280

Values from the calculation:
Structure (SMILES) ... O.O.O.O

Just the natural (NBO) charges please, in e? Sure, here they are: O -0.94; H 0.47; H 0.47; O -0.95; H 0.48; H 0.47; O -0.94; H 0.46; H 0.48; O -0.95; H 0.47; H 0.48

---

Record 5
C5H10N2S in the gas phase. Source: OMol25; level of theory: ωB97M-V with the def2-TZVPD basis set.

Geometry (Å):
S  2.4445  -0.6257  1.0249
C  0.7518  -0.0337  0.6369
C  -0.0715  -0.9761  -0.1309
N  -1.5237  -1.1186  0.0411
C  -2.3356  -0.1025  -0.5965
C  -1.7266  1.3792  -0.5513
N  -0.3490  1.5886  -1.0865
C  0.4450  0.4685  -0.6288
H  1.7332  -1.4309  2.0617
H  0.1044  0.4067  1.4999
H  0.6044  -1.7384  -0.4716
H  -1.8963  -0.8184  1.0920
H  -3.3225  0.1299  0.1056
H  -2.4289  -0.2793  -1.6072
H  -2.2479  1.9807  -1.2934
H  -1.8212  2.1286  0.4282
H  -0.5017  1.7098  -2.1400
H  1.3944  0.2199  -1.1323

Forces on the atoms, in the same order (eV/Å):
-2.490 -0.882 2.306
-1.527 1.331 5.870
-0.926 1.557 -1.409
-0.840 0.978 4.288
-0.347 3.880 3.663
-0.020 2.761 0.785
-0.845 -1.077 -0.086
1.719 -1.229 -4.030
1.900 1.147 -1.749
1.656 -0.633 -1.033
-0.938 -1.018 -0.467
2.273 -1.901 -2.680
1.966 -1.334 -2.501
-1.018 -0.653 -2.204
-0.983 -0.148 0.221
0.047 -2.698 -1.827
1.195 -1.000 2.022
-0.820 0.920 -1.169

Values from the calculation:
Structure (SMILES) ... S[C@@H]1[C@H]2NCCN[C@@H]12

Just the natural (NBO) charges please, in e? Sure, here they are: S -0.04; C -0.35; C -0.12; N -0.61; C -0.22; C -0.27; N -0.62; C -0.08; H 0.16; H 0.22; H 0.21; H 0.34; H 0.20; H 0.19; H 0.20; H 0.19; H 0.38; H 0.21

---

Record 6
2 unconnected molecules or ions with the total composition C5H7NO. Source: OMol25; level of theory: ωB97M-V with the def2-TZVPD basis set.

Geometry (Å):
O  -0.6793  -2.3360  -1.1304
C  -0.3209  -1.2980  -0.6071
C  -0.3278  0.0404  -1.3197
C  -0.3479  1.2171  -0.3476
C  0.5389  1.1010  0.8136
C  0.6856  -0.1192  1.3310
N  0.1642  -1.2613  0.6828
H  -1.2010  0.0660  -1.9776
H  0.5547  0.0442  -1.9882
H  -0.2063  2.1824  -0.9258
H  0.7597  2.0240  1.3417
H  -1.2887  0.8392  0.8789
H  1.3761  -0.2948  2.1218
H  0.2197  -2.1752  1.1178

Forces on the atoms, in the same order (eV/Å):
0.118 0.307 0.242
-0.069 -0.049 -0.068
-0.250 0.005 0.296
-1.436 -0.614 1.589
0.403 -0.351 0.321
1.583 -0.140 -0.602
-0.206 0.100 0.040
0.133 -0.076 0.102
-0.125 0.226 0.345
-1.234 -0.816 1.225
0.556 -0.374 0.024
0.459 1.769 -4.291
-0.008 -0.296 0.752
0.077 0.310 0.024

Just the natural (NBO) charges please, in e? Sure, here they are: O -0.60; C 0.69; C -0.55; C -0.33; C -0.30; C -0.08; N -0.62; H 0.25; H 0.24; H 0.24; H 0.23; H 0.21; H 0.21; H 0.42

---

Values for E_tot, Ha, ordered as above
-2864.3166 -1079.4839 -1525.5701 -305.7444 -704.0386 -324.6140
Values for energy relative to the best compared isomer or geometry (same formula, charge and spin), kJ/mol, ordered as above
217.9 359.4 148.6 91.3 486.3 290.1